Density functional theory data (the ωB97M-V functional and the def2-TZVPD basis) for a 3-piece molecular cluster, C4H11NO2 overall.

Computed properties:
Molar mass (Da): 105.137
Structure (SMILES): C=N/C=C/C.O.O
Relative energy (zero: lowest compared OMol25 entry of this formula, charge and spin) (kcal per mole): 64.48
Max |F| (hartree/bohr): 0.03954

Element x y z (Å)
1 C 0.645 -1.933 0.056
2 N -0.025 -1.164 -0.680
3 C 0.254 0.198 -0.603
4 C -0.195 1.006 0.369
5 C 0.378 2.319 0.722
6 H 0.482 -3.002 0.116
7 H 1.443 -1.542 0.688
8 H 0.737 0.673 -1.458
9 H -0.921 0.523 1.013
10 H -0.090 2.857 1.548
11 H 1.415 2.375 1.093
12 H 0.398 3.008 -0.129
13 O -4.424 -1.264 2.147
14 H -4.641 -1.035 3.056
15 H -4.894 -0.674 1.601
16 O 3.109 -0.388 -3.157
17 H 2.902 -1.054 -2.480
18 H 3.429 -0.904 -3.903

Atom-resolved charges from Löwdin, all expressed in e: atom 1 (C): -0.0447, atom 2 (N): -0.0150, atom 3 (C): -0.2101, atom 4 (C): -0.1613, atom 5 (C): -0.1305, atom 6 (H): 0.0660, atom 7 (H): 0.0780, atom 8 (H): 0.1151, atom 9 (H): 0.0963, atom 10 (H): 0.0648, atom 11 (H): 0.0755, atom 12 (H): 0.0741, atom 13 (O): -0.0405, atom 14 (H): 0.0357, atom 15 (H): 0.0040, atom 16 (O): -0.0691, atom 17 (H): 0.0306, atom 18 (H): 0.0312